DFT (ωB97M-V with the def2-TZVPD basis set) results for C30H59Be2F2N5O12S2 as an isolated structure at a distorted geometry.

Structure (XYZ):
```
112
Properties=species:S:1:pos:R:3:mulliken_charge:R:1
H 2.32979 9.23719 -0.08173 0.4510
F 1.50176 -0.61642 3.30567 -0.1445
C -0.13828 -3.93453 -2.83840 -0.4433
H -4.33360 -2.84232 3.96169 0.4226
H -2.60357 2.50974 -0.24593 0.2947
H -2.22149 5.02639 1.34954 0.3958
H -4.01699 -3.31984 -2.56139 0.4869
O -0.19219 0.78985 -0.23635 0.0417
C -3.22095 -1.25845 4.89031 -0.7946
H 0.30678 8.00467 1.43090 0.4620
C -0.74251 -2.59722 -2.44622 -0.5971
C 2.82523 -4.00957 1.23844 -1.2657
N 1.86415 1.68870 2.46839 0.1316
H -1.51366 -1.70713 -4.65112 0.3734
C 1.86907 8.26328 -0.15683 -0.4178
C 3.99888 2.53042 -0.61671 0.5238
C -0.18488 5.34572 0.67396 -0.0893
H 5.42516 -1.37533 -3.17770 0.3897
O 0.95584 3.67511 3.69991 -0.6043
H -2.66473 2.12800 -1.88778 0.4052
C -2.98453 -3.57557 -2.32320 -1.1372
H -0.56053 -4.71532 2.80971 0.4189
O -0.23403 2.50715 -1.63559 -0.6716
H 1.95282 -4.78579 -3.01416 0.5443
H 0.02316 5.39997 1.74254 0.3364
H 1.75162 -3.74806 -1.65931 0.1270
C -2.59472 -3.91570 2.34110 -1.2240
H -0.51183 -2.25376 -1.43779 0.4743
H -0.44725 -4.33873 -3.80237 0.3325
H -2.12872 5.84610 -0.32883 0.3453
F 2.44929 3.88001 1.84558 -0.2973
H -3.65104 -0.25984 4.96718 0.3960
N -2.23484 -2.41756 -2.90576 0.4741
C 1.42799 -3.88682 -2.69088 -1.3052
C -1.62395 -6.07747 1.53899 -1.4116
H 4.60812 -1.68048 -1.71264 0.2331
H -3.90385 0.19157 -3.83431 0.3422
O 3.42290 -1.73403 1.34148 -0.7099
H -1.86685 -0.41206 2.33424 0.5290
C -1.31480 -2.65459 4.20150 -0.6517
H -3.67459 -1.35281 -5.61165 0.4738
H -0.48753 -4.63864 -2.08318 0.2207
H -3.56902 -1.88170 5.71403 0.2775
H -2.03940 -3.42160 -4.63943 0.4506
H -2.31013 -1.33351 1.00508 0.1065
H 4.10404 -2.55445 -3.17147 0.2300
C 1.54608 6.20348 -0.99648 -0.4388
H 4.48038 4.40460 -0.16456 0.2428
H -3.21694 -4.50462 3.01499 0.3911
C 2.51993 -2.55821 1.16592 0.6164
H 2.18869 -4.35874 2.05146 0.2889
H -2.69329 -4.60321 -2.54053 0.3675
O 3.69258 0.29263 -3.97080 -0.6293
H 1.79192 5.23198 -1.39915 0.4681
C -1.79827 -1.43427 1.96213 -1.0334
H -4.32163 -1.61359 2.91843 0.4590
C 3.39899 7.65724 -2.01837 -0.6289
H -0.75436 -4.18621 1.19102 -0.3038
C -3.66591 -1.82898 -4.63120 -0.8127
O 3.09415 0.57400 4.66236 -0.5060
H -0.09930 4.33796 0.26750 -0.0706
S 1.89876 0.81057 3.92703 0.8486
H -1.82616 6.65808 1.27640 0.4437
C -2.31567 -2.39730 -4.38928 -0.5023
C 3.45536 -0.43781 -3.00132 0.6728
H 4.02740 8.44580 -1.60439 0.3033
H -3.20900 -3.71161 1.46412 0.5152
O 0.65127 0.81248 4.66499 -0.6075
C -0.74861 1.67631 -0.95269 0.5035
H -1.25657 -0.57985 4.68965 0.0308
H 4.52347 4.31876 -1.87817 0.1182
O 2.42596 -0.26404 -2.24619 -0.4062
C 0.92514 7.64780 0.62055 -0.4370
C -3.66445 -2.02836 3.68276 -0.6895
H -1.51206 -3.64661 4.60782 0.5047
H -1.12789 -6.77209 2.21686 0.3498
H 5.91408 3.50216 -0.99579 0.3961
H 3.93126 6.71783 -2.16763 0.1910
H -1.14342 -6.12791 0.56193 0.3144
O 3.42800 3.15870 3.88930 -0.5670
H -2.67173 -6.27963 1.31674 0.4108
H -0.28359 -2.59337 3.85370 0.3143
H 1.86366 -3.16212 -3.37870 0.2735
C -1.76799 -1.45384 5.09300 -0.4556
H 2.71210 -4.47713 0.26033 0.2560
O 4.51659 1.65270 0.11146 -0.5946
C 4.86485 3.79726 -0.98397 -0.9800
S 2.12881 2.97556 3.19820 0.7713
O 2.82498 2.44659 -1.10392 -0.2780
H -1.29772 -1.68575 6.04859 0.6025
C 4.43143 -1.58952 -2.78437 -0.9306
Be 2.18066 0.47291 0.53339 1.3400
Be 1.58278 2.05558 -3.46428 1.0302
H -2.70731 0.81198 -0.65266 0.0166
N 2.35396 7.35655 -1.09028 0.2443
N -2.36906 -2.55002 2.96429 0.5497
H -4.32423 -2.69470 -4.70359 0.3083
C -2.90121 -1.15575 -2.43086 0.2468
C -3.93927 -0.85085 -3.51776 -0.9013
O 1.43454 -2.11120 0.76291 -0.1568
H -3.25789 -1.16117 -1.40089 0.3136
H -0.20126 -1.85555 -3.03364 0.1807
H -4.91003 -0.90442 -3.02496 0.3963
C -1.30101 -4.64914 2.01258 0.7416
H -2.17240 -0.34693 -2.48306 -0.3174
C -1.74252 5.74595 0.68553 -1.3595
H 3.84886 -4.06421 1.60896 0.3590
C -2.25125 1.75618 -0.95029 -1.0059
H -2.97310 -3.40803 -1.24621 0.3564
H -0.77150 -1.67848 1.68970 0.2655
N 0.67517 6.39048 0.07422 0.3705
H 3.03866 8.08854 -2.95232 0.3130
```

Its LUMO energy is -8.750 eV. The calculation puts the calculated total energy at -91971.5585 eV. The charge is +2. Its gap between HOMO and LUMO is 3.7 eV.



DFT (ωB97M-V with the def2-TZVPD basis set) results for a 11-piece molecular cluster, C30H59Cl20NPS2 overall at a distorted geometry.

Structure (XYZ):
```
113
Properties=species:S:1:pos:R:3:mulliken_charge:R:1
H -0.09249 -3.42542 1.95367 0.2852
H 4.96704 -1.41319 -1.50819 0.3323
S 1.49532 1.17735 -3.00670 -0.0421
Cl 1.01056 3.71126 -6.78025 -0.1200
Cl -2.16171 1.88624 -4.40519 -0.0573
H -2.64422 -0.37883 -4.88307 0.3258
C 4.73399 -3.40187 -7.36016 -0.4218
C 2.24841 -1.36906 10.56364 -0.4391
H -2.60555 0.77615 -0.07637 0.5384
H 4.29918 2.34484 -0.78859 0.2856
C -1.31756 5.04379 -3.34726 -0.1657
H -1.01274 -7.00031 9.51828 0.2902
C 3.24668 -3.32567 -7.09018 -0.4811
H -2.05558 -2.16009 0.95763 -0.2599
H 2.46326 -0.56397 11.26738 0.3495
H 4.52869 -0.99616 0.23861 0.3571
H 2.06091 -1.64094 -0.27192 0.0411
C 3.69209 4.21712 -6.97298 -0.3775
C 1.93168 -2.89151 5.18588 -0.3088
H -7.14086 -3.54396 0.19485 0.3047
C -2.17045 -3.06153 1.56093 0.0202
H -2.23740 -3.91562 0.88563 0.4384
H -1.16854 -4.06885 3.19467 0.4432
C 2.88907 -2.65302 11.04594 -0.4904
H -2.19557 2.97012 1.65154 0.1968
C 0.27233 0.39626 -1.86434 -0.3965
C 6.09568 1.01137 -0.80683 -1.0851
H -4.39955 9.35359 -2.82630 0.3230
C 3.06148 0.24755 -2.62668 -0.4086
C -1.99923 -6.69228 9.16847 -0.4161
H 3.48600 -3.44726 6.58991 0.4384
H 2.38635 -1.95928 4.84496 0.3488
H 5.15285 -4.35348 -7.03262 0.3076
C 4.65511 1.41185 -1.33203 -0.2109
C -1.47504 0.85224 0.00163 -0.0779
H 6.70019 1.97730 -0.77075 0.3789
H 6.58305 0.31139 -1.54470 0.2604
C -3.06943 0.57146 -5.20653 -0.7293
H -1.58962 1.72930 -2.04849 -0.4486
Cl -5.08551 -1.68973 -0.66057 -0.0998
C -1.01246 -3.23559 2.50906 -0.5561
H 0.84826 -2.77171 5.15798 0.1154
H -1.54965 -4.58676 8.93341 0.2948
Cl -3.41660 -4.99757 7.54904 -0.1940
H -8.51962 -3.04947 -0.79301 0.3230
H -2.89331 0.67535 -6.27790 0.3721
H -4.95492 1.63418 -5.14506 0.3230
C 2.95448 -2.06036 -0.84525 -0.8201
H 2.57548 -2.85481 12.07122 0.3236
H -4.12034 9.39635 -1.08268 0.3044
C -0.76994 1.47839 -1.29445 -0.1636
C 0.16499 4.96785 -3.63389 0.4851
H 4.75689 1.72959 -2.42268 0.2196
H 2.62938 -2.34785 -1.88263 0.2274
Cl -4.92461 0.26672 -3.22624 -0.1321
C -7.43052 -3.09966 -0.75768 -0.4206
C -4.18295 8.73993 -1.95181 -0.4873
Cl -0.75105 -1.75085 3.46240 -0.2188
Cl -5.55709 6.72147 -3.19091 -0.1824
H 0.83362 0.00337 -0.96749 0.0649
C -6.84852 -1.71349 -0.92532 -0.5942
C 2.34206 4.65464 -7.49669 -0.5445
H 3.97710 -2.58756 11.02850 0.3205
Cl 5.63368 -2.09468 -6.54987 -0.1628
Cl 2.84990 -3.70550 -5.39471 -0.1674
H 3.29627 -2.96461 -0.24187 0.3992
C 2.41939 -3.22058 6.57957 -0.0180
Cl 2.87959 -0.84546 8.98150 -0.2050
H -0.05284 0.14299 4.96601 0.4350
H 2.29494 4.50073 -8.57554 0.3428
C -5.25066 7.69182 -1.72797 -0.4299
Cl -6.92115 -4.20298 -2.05991 -0.1856
P -1.12358 2.05481 1.43452 -0.0088
Cl 2.40880 -4.07683 10.07695 -0.1229
H 3.83274 3.14086 -7.07599 0.2631
H -2.42923 -7.51415 8.59568 0.3346
H -1.72154 6.03036 -3.57030 0.3408
H 4.92117 -3.29788 -8.42983 0.2966
H -1.14955 -5.59065 7.53650 0.0707
H -4.98037 7.01038 -0.92101 0.2820
H -0.23543 -0.44702 -2.41743 0.3369
H 2.72100 -4.05490 -7.70838 0.3592
H 2.24655 -2.37428 7.24118 -0.2090
H 0.04242 2.84603 1.14293 0.2279
H -7.28761 -1.03595 -0.19158 0.3035
N 3.61456 0.32172 -1.26661 0.1041
H -6.19306 8.17435 -1.46515 0.3394
H 0.58877 4.01636 -3.30890 -0.2340
Cl 1.07152 6.27815 -2.83486 -0.2093
Cl -2.57003 8.01602 -2.17044 -0.1275
H -1.84940 4.31325 -3.95760 -0.0418
Cl -3.72729 -2.96387 2.41993 -0.1824
H 4.48493 4.71924 -7.52920 0.3316
H 6.10754 0.61535 0.25560 0.2887
Cl 1.55362 -4.60664 7.27921 -0.1891
C 4.16147 -0.99281 -0.83734 -0.4886
H 2.15592 5.70987 -7.29567 0.3176
C -1.87737 -5.43636 8.33400 -0.1957
Cl -1.69251 4.66771 -1.64388 -0.1757
C -4.55302 0.64558 -4.92169 -0.4536
S 3.73898 -0.57306 -3.88850 0.1057
C -0.88168 1.09679 2.99170 -0.6820
H -1.08819 -0.17137 0.29112 -0.0768
H -5.08564 -0.08417 -5.53306 0.3298
Cl 2.37763 -4.14565 3.99986 -0.2000
C -0.48959 0.63225 4.05699 0.5383
H 0.34120 5.06809 -4.70470 -0.0224
H -0.14824 2.37355 -0.99503 0.5575
H 1.16602 -1.46787 10.47948 0.2986
Cl 3.91406 4.64218 -5.25672 -0.1692
H 2.84767 -2.33662 -7.31694 0.2801
H -7.04610 -1.31205 -1.91964 0.3732
Cl -3.00583 -6.44179 10.61675 -0.1889
```

Its LUMO energy is -3.107 eV. The value obtained for the relative energy (zero: lowest compared OMol25 entry of this formula, charge and spin) is 36.7 kcal/mol. The calculation puts the calculated total energy at -314955.4986 eV. The charge is +1. Its gap between HOMO and LUMO is 7.2 eV.